Record 1
Formula: C18H26AsAuN4OS3
Source: the OMol25 dataset
Level of theory: ωB97M-V with the def2-TZVPD basis set

XYZ file:
```
54
Properties=species:S:1:pos:R:3:forces:R:3:nbo_charge:R:1
Au -1.189472 -0.295663 -1.675978 -0.02 0.38 2.20 1.034
N -4.595272 -0.711463 1.036122 -0.03 -0.05 -0.14 -0.717
C -3.444272 -0.528263 0.411622 0.46 0.30 0.27 0.325
S -3.516172 -0.537663 -1.330378 0.73 0.61 -0.81 -0.008
N -2.354172 -0.310863 1.129522 -0.52 -0.48 0.60 -0.281
N -1.212872 -0.204463 0.576722 0.00 0.19 -1.52 -0.061
C -0.038072 -0.017963 1.050522 -0.10 0.04 -0.15 0.068
C 1.105228 -0.025463 0.166622 1.02 -0.05 0.07 0.149
C 2.396628 0.090737 0.683622 -0.64 0.11 -0.10 -0.174
C 3.485228 0.051137 -0.171578 -0.12 -0.07 -0.39 -0.111
C 3.259128 -0.132663 -1.530078 -0.02 0.08 0.39 -0.210
C 1.950728 -0.236963 -1.976278 0.14 -0.11 -0.38 0.090
N 0.911028 -0.188963 -1.157878 -0.93 0.11 -0.19 -0.520
H -5.425072 -0.916763 0.499022 0.02 0.02 0.15 0.434
H -4.642872 -0.747263 2.043522 0.03 0.02 -0.06 0.439
H 0.133628 0.133337 2.113322 -0.40 -0.01 -0.01 0.272
H 2.524028 0.220037 1.746122 0.04 0.00 0.13 0.250
H 4.489828 0.156937 0.213122 0.02 -0.02 0.01 0.256
H 4.074228 -0.181563 -2.233278 0.04 0.01 -0.10 0.262
H 1.716828 -0.365363 -3.023378 0.10 0.02 -0.08 0.231
C -1.049072 5.353737 -3.335878 0.01 0.03 0.16 -0.948
As -0.990272 5.018337 -1.420678 -0.16 -0.10 -0.12 1.439
C -2.748072 5.392637 -0.656478 0.23 0.05 -0.11 -0.945
C 0.368228 6.192037 -0.657478 -0.07 -0.14 -0.03 -0.942
S -0.433772 2.989837 -1.055478 -0.03 -0.38 0.02 -0.703
H -1.241872 6.411237 -3.513678 -0.01 -0.01 0.02 0.258
H -1.830272 4.753537 -3.806778 0.05 0.04 0.21 0.258
H -0.084772 5.079037 -3.768578 -0.08 0.04 0.16 0.259
H -2.982772 6.447537 -0.796378 0.00 -0.01 0.00 0.257
H -2.750272 5.154637 0.409622 0.16 0.02 -0.17 0.259
H -3.502872 4.779637 -1.157278 0.26 0.06 -0.02 0.258
H 0.130628 7.239937 -0.842178 -0.12 -0.08 -0.05 0.261
H 1.326528 5.952537 -1.126978 -0.22 -0.04 0.02 0.260
H 0.449928 6.022137 0.418622 -0.12 -0.06 -0.17 0.260
C 3.074328 -2.834963 3.415422 0.17 -0.15 0.13 -0.641
C 2.053728 -3.009363 2.344922 -0.13 0.00 -0.18 0.011
C 0.693228 -3.013863 2.651222 0.20 0.07 -0.11 -0.212
C -0.250572 -3.174563 1.654822 -0.18 -0.14 -0.27 -0.246
C 0.171328 -3.358663 0.348122 -0.11 -0.13 -0.52 -0.205
C 1.516928 -3.362263 0.019922 -0.12 -0.08 0.05 -0.249
C 2.453928 -3.192963 1.018422 -0.08 0.03 0.28 -0.207
S -1.050972 -3.532463 -0.974678 0.86 -1.02 0.51 1.243
C -1.251172 -5.353563 -0.924578 0.13 0.68 -0.23 -0.793
O -2.270072 -2.930763 -0.401578 -0.89 0.06 0.32 -1.032
H 2.633328 -2.446863 4.330722 0.06 0.00 0.04 0.229
H 3.872428 -2.171963 3.086822 0.09 0.05 0.06 0.220
H 3.527528 -3.803563 3.634622 0.07 0.05 0.12 0.251
H 0.370328 -2.901063 3.676122 0.02 0.05 0.11 0.231
H -1.307672 -3.161463 1.874222 -0.14 -0.02 0.03 0.247
H 1.819028 -3.506763 -1.004978 0.12 -0.04 -0.22 0.226
H 3.507028 -3.204463 0.778922 0.13 0.00 -0.02 0.227
H -1.607172 -5.666163 0.049222 -0.03 0.13 0.23 0.250
H -0.281072 -5.784763 -1.143278 0.16 -0.13 -0.04 0.243
H -1.963972 -5.627163 -1.695878 -0.07 0.04 -0.10 0.253
```
Positions in Å, forces in eV/Å.

Total charge: +2
Max |F|, eV Å⁻¹: 2.23
Relative energy (zero: lowest compared OMol25 entry of this formula, charge and spin), kcal/mol: 73.5
Spin multiplicity: 1
Frontier orbital gap (alpha / beta), eV: 3.92 / 4.13
DFT total energy, eV: -124114.474
Molecular weight, g/mol: 682.523
E_HOMO (alpha / beta), eV: -13.708 / -13.870


Record 2
Formula: C18H26BN10RhS
Source: the OMol25 dataset
Level of theory: ωB97M-V with the def2-TZVPD basis set

XYZ file:
```
57
Properties=species:S:1:pos:R:3:forces:R:3:mulliken_spin:R:1
Rh 0.519671 0.579843 0.507945 -0.11 -0.01 -0.05 2.692
C 0.106619 2.751730 2.862702 0.16 -0.16 0.47 -0.013
C 1.026630 1.762442 3.578441 -0.25 0.57 -0.03 -0.006
N 1.058327 0.485238 2.852291 -0.59 -0.45 -0.35 0.186
C 2.318358 -0.257293 2.925825 0.54 -0.31 0.17 -0.004
C 3.491442 0.530129 2.344338 -0.20 -0.22 -0.11 -0.001
S 3.068528 1.344725 0.762139 -0.03 -0.08 0.01 0.253
C 2.838584 3.091744 1.252173 -0.09 0.02 -0.22 -0.003
C 1.454345 3.618026 0.908314 0.42 0.37 -0.04 -0.013
N 0.351611 2.791231 1.412398 -0.61 -0.31 -0.64 0.161
H 0.217983 3.747156 3.311626 -0.05 -0.11 -0.09 0.009
H -0.931143 2.437268 3.002495 0.05 0.08 -0.03 -0.001
H 0.660814 1.625004 4.600092 0.09 -0.05 -0.06 0.007
H 2.027505 2.177371 3.658677 -0.01 -0.18 0.01 -0.004
H 0.304327 -0.100772 3.211374 0.20 0.10 -0.02 -0.004
H 2.188016 -1.186451 2.359850 0.02 0.08 0.12 -0.001
H 2.580443 -0.527003 3.961215 -0.15 0.02 -0.18 0.006
H 4.319876 -0.149553 2.136697 -0.06 0.07 0.01 0.001
H 3.861049 1.291377 3.027938 0.05 0.06 -0.08 0.004
H 3.582569 3.666539 0.696603 -0.04 -0.05 0.06 0.009
H 3.063799 3.193081 2.308531 0.10 -0.03 0.01 0.003
H 1.351075 3.675546 -0.180342 -0.05 0.00 0.11 0.005
H 1.391120 4.646547 1.296249 -0.09 -0.19 -0.06 0.008
H -0.496605 3.176667 1.003059 0.18 -0.10 0.09 0.004
C 2.105466 -1.325504 -3.174175 -0.41 0.00 0.14 0.009
C 2.299775 -0.582151 -2.015518 -0.04 -0.42 -0.62 0.014
N 1.142466 -0.460131 -1.365301 -0.28 0.67 1.19 0.187
N 0.193076 -1.103021 -2.073488 -0.32 -0.27 -0.39 0.025
C 0.751417 -1.631583 -3.173979 0.93 0.28 -0.06 0.048
B -1.282061 -1.204808 -1.612558 1.14 0.90 1.17 -0.113
N -1.850082 0.226355 -1.516891 -0.48 -0.11 -0.43 -0.011
C -2.936036 0.771912 -2.083587 -0.06 0.69 0.19 0.040
C -3.014434 2.105604 -1.726304 0.09 -0.30 -0.03 0.009
C -1.909969 2.309358 -0.912158 -0.53 -0.17 -0.45 0.009
N -1.217863 1.176123 -0.787204 0.89 -0.34 0.65 0.182
N -1.294660 -1.823618 -0.186263 -0.39 -0.37 -0.25 0.002
C -1.960790 -2.912736 0.223391 0.16 -0.08 0.83 0.045
C -1.618786 -3.176276 1.541380 0.02 0.22 -0.28 0.013
C -0.721309 -2.171201 1.875674 -0.48 -0.54 -0.23 0.003
N -0.536346 -1.361999 0.830150 0.65 1.15 -0.09 0.205
N -1.984530 -2.190461 -2.552595 -2.38 0.76 -1.34 0.174
C -3.040366 -2.221733 -3.377490 0.99 1.91 1.28 0.290
C -3.109146 -3.489072 -3.959283 0.06 -1.94 -0.47 0.346
C -2.017141 -4.201370 -3.408906 -0.48 0.26 -0.12 0.032
N -1.430551 -3.433374 -2.542381 1.66 -1.71 0.41 0.215
H 2.831688 -1.607272 -3.908723 0.15 -0.02 -0.13 0.002
H 3.217372 -0.154103 -1.662176 0.05 0.14 0.20 -0.002
H 0.202113 -2.176325 -3.913931 -0.17 -0.09 -0.08 -0.001
H -3.615908 0.228444 -2.700301 -0.11 -0.10 -0.09 -0.004
H -3.763409 2.812569 -2.017134 -0.14 0.16 -0.06 0.001
H -1.628354 3.243082 -0.465314 0.17 0.04 0.10 0.003
H -2.642867 -3.453103 -0.399291 -0.11 -0.06 -0.16 0.000
H -1.968215 -3.980821 2.154994 -0.07 -0.14 0.14 0.001
H -0.217545 -2.055315 2.814761 0.17 0.16 0.13 0.000
H -3.708306 -1.409607 -3.568108 -0.11 0.27 0.02 -0.015
H -3.890000 -3.891374 -4.575809 -0.21 0.09 -0.29 -0.017
H -1.739642 -5.227082 -3.562114 0.15 -0.16 0.01 0.008
```
Positions in Å, forces in eV/Å.

Total charge: +3
Max |F|, eV Å⁻¹: 2.84
Spin multiplicity: 6
Frontier orbital gap (alpha / beta), eV: 9.61 / 4.96
DFT total energy, eV: -48480.607
Molecular weight, g/mol: 528.261
E_HOMO (alpha / beta), eV: -17.875 / -17.754


Record 3
Formula: C18H26Br3CaCl3KLiNNaO6P
Source: the OMol25 dataset
Level of theory: ωB97M-V with the def2-TZVPD basis set

XYZ file:
```
62
Properties=species:S:1:pos:R:3:forces:R:3:nbo_charge:R:1
C 4.158675 0.185361 1.493744 -0.20 0.61 -0.33 -0.325
C 2.888123 0.632582 1.013550 1.34 -1.12 0.55 -0.412
C 1.702144 0.607490 1.977799 -0.14 2.41 -0.47 -0.446
C 0.370336 0.055492 1.344404 1.03 -1.65 -0.48 -0.013
C -0.817574 0.727715 1.473652 0.07 -0.06 0.25 -0.261
C -2.081285 0.263447 0.951707 0.58 -0.14 -0.43 0.387
O -3.094737 1.125494 1.285372 0.57 -0.92 -0.66 -0.516
C -3.808795 1.767516 0.204508 -1.80 0.20 -0.36 -0.074
C -5.327794 1.963155 0.639261 0.94 -0.70 0.33 -0.430
C -5.868578 0.956799 1.711091 0.36 1.04 0.53 -0.637
C -2.171607 -0.988093 0.225241 0.15 1.44 0.63 -0.430
P -3.724842 -1.736314 -0.469325 0.89 -0.70 -2.11 1.546
O -3.548856 -2.499855 -1.729971 0.18 0.07 0.23 -1.086
C -0.958792 -1.697327 0.061904 1.11 0.04 0.82 -0.137
C 0.320185 -1.221384 0.603099 -0.05 0.38 0.01 -0.201
C 1.356547 -2.198708 0.295892 -1.12 1.45 0.22 0.547
O 2.594989 -2.243356 0.462919 -0.01 -0.94 0.28 -0.747
N 0.722343 -3.341309 -0.275350 0.79 -0.71 0.77 -0.783
C -0.659323 -3.015243 -0.614896 -1.13 0.35 -0.48 0.644
O -1.275757 -3.737692 -1.340983 0.37 0.14 0.56 -0.450
H 4.783392 0.888496 2.091828 -0.60 -0.97 1.13 0.278
H 4.527522 -0.843224 1.344253 0.86 1.03 -1.36 0.184
H 2.849028 0.951918 -0.030615 -1.92 -0.26 1.74 0.097
H 2.031041 0.054998 2.895555 0.19 1.10 -1.61 0.142
H 1.512693 1.658115 2.302203 -0.54 -0.61 0.21 0.248
H -0.773107 1.677607 2.023403 -0.41 -0.28 -0.36 0.265
H -3.711603 1.182077 -0.726931 -0.06 0.12 0.49 0.196
H -3.425460 2.774769 -0.035995 0.41 -0.52 0.43 0.202
H -5.409165 2.977415 1.056041 -0.22 -0.26 -0.47 0.212
H -5.934829 1.839188 -0.270166 0.22 0.44 0.26 0.222
H -5.345446 -0.041749 1.681485 -0.33 2.96 0.96 0.203
H -5.879892 1.400355 2.728599 0.35 -0.12 -0.48 0.195
H -6.928151 0.768636 1.474402 0.45 -0.04 0.17 0.213
H -4.673292 -0.751490 -0.744995 1.18 0.52 0.13 -0.034
H -4.291936 -2.553314 0.572404 1.99 0.01 -0.55 -0.172
H 0.604921 -3.976047 0.535015 -0.38 -0.16 -0.22 0.348
Li 2.531146 -4.499487 0.047309 0.13 0.89 -0.41 0.943
O -0.729831 3.884409 3.195550 -0.05 -0.10 0.16 -0.951
H -1.576309 3.798045 3.647706 -0.02 0.01 -0.08 0.474
H -0.364590 4.706571 3.540371 0.06 -0.01 -0.10 0.482
C -4.576538 -1.839640 -5.534682 -0.81 -0.03 -0.34 -0.595
Br -2.977128 -2.903770 -5.641363 0.17 0.23 0.16 0.582
Br -4.175664 -0.026991 -4.901057 0.57 0.23 0.35 0.234
Br -5.548214 -1.845520 -7.202494 0.25 -0.08 0.05 0.112
H -5.210911 -2.310165 -4.789362 0.32 -0.14 0.11 0.256
C 7.503409 2.093482 -1.283343 0.70 -0.01 -0.19 -0.610
C 7.570611 1.449455 0.112042 -1.34 -0.48 -0.90 0.089
C 7.603478 -0.069172 -0.045164 1.27 -0.20 0.12 -0.603
O 6.429793 1.769599 0.806991 -0.37 0.17 0.64 -0.819
H 6.610725 1.775736 -1.835198 -0.09 -0.08 0.16 0.155
H 7.489958 3.182229 -1.213908 -0.10 -0.04 0.09 0.213
H 8.378163 1.814977 -1.885307 -0.04 0.05 -0.04 0.189
H 8.554034 1.737456 0.531944 -0.30 0.26 0.53 0.135
H 6.697598 -0.355606 -0.539502 -0.72 -0.34 -0.37 0.157
H 7.660425 -0.569032 0.924496 -0.14 0.11 0.03 0.201
H 8.462287 -0.415716 -0.634696 -0.07 0.02 -0.04 0.190
Cl -5.987897 -1.447196 0.712443 -4.62 -3.08 0.70 -0.801
Ca -5.478751 -3.162200 2.553477 -0.01 0.26 -0.34 0.943
Cl -1.275159 -1.312771 -5.341761 -0.34 -0.20 -0.01 -0.143
Cl -2.737742 1.974770 -3.984826 -0.10 -0.05 0.08 -0.584
K 0.952132 -1.333149 3.931106 -0.74 -0.82 0.59 0.813
Na 3.483854 0.290168 -1.380876 1.25 -0.72 -1.29 0.963
```
Positions in Å, forces in eV/Å.

Total charge: +1
Max |F|, eV Å⁻¹: 5.60
Spin multiplicity: 1
Frontier orbital gap, eV: 1.80
DFT total energy, eV: -329209.478
Molecular weight, g/mol: 838.559
E_HOMO, eV: -7.123